Entry 1:
Here is a cluster of 2 separate species, C5H13NO in total from the OMol25 dataset. Energies are from ωB97M-V/def2-TZVPD.

Structure (XYZ):
```
20
Properties=species:S:1:pos:R:3:mulliken_charge:R:1
C 2.878 -0.623 1.957 -0.93
C 1.417 -0.555 1.578 0.61
N 0.577 -0.146 2.572 -0.34
O 1.086 -0.915 0.469 -0.57
H 3.474 -0.096 1.222 0.25
H 3.217 -1.678 1.943 0.25
H 3.141 -0.309 2.970 0.31
H -0.434 -0.119 2.592 0.21
H 0.978 0.121 3.451 0.19
C -1.603 -0.165 -1.133 -1.03
C -2.118 0.323 -2.474 -0.28
C -1.880 1.811 -2.799 -0.98
H -1.990 0.373 -0.280 0.29
H -0.516 -0.083 -1.144 0.28
H -1.914 -1.196 -0.988 0.32
H -1.747 -0.380 -3.229 0.28
H -3.172 0.008 -2.600 0.31
H -2.466 2.511 -2.183 0.26
H -0.836 1.902 -2.446 0.24
H -1.977 2.107 -3.832 0.32
```

Its charge is 0. The spin multiplicity is 1. The calculation puts the largest force on an atom at 2.24 eV/Å. The HOMO energy is -9.8401 eV. The total energy comes out at -8933.554 eV. The SMILES is CC(N)=O.CCC.


Entry 2:
Here is a structure of composition C3H5Cl from the OMol25 dataset. Energies are from ωB97M-V/def2-TZVPD.

Structure (XYZ):
```
9
Properties=species:S:1:pos:R:3:mulliken_charge:R:1
C 0.201 -0.955 0.043 -0.29
C -0.507 0.191 -0.295 -0.17
C -0.380 1.315 0.524 -0.54
H -0.187 -1.816 0.943 0.28
H 1.215 -0.596 0.373 0.27
H -0.787 0.297 -1.496 0.21
H 0.183 0.954 1.765 0.24
H -0.376 2.332 -0.369 0.22
Cl 0.637 -1.721 -1.488 -0.21
```

Its charge is 0. The spin multiplicity is 1. The calculation puts the largest force on an atom at 6.79 eV/Å. The HOMO energy is -9.4204 eV. The total energy comes out at -15709.493 eV.


Entry 3:
Here is a structure of composition C42H50BaClN10OP from the OMol25 dataset. Energies are from ωB97M-V/def2-TZVPD.

Structure (XYZ):
```
106
Properties=species:S:1:pos:R:3:mulliken_charge:R:1
Ba 0.410 0.958 0.147 1.76
C 2.961 3.482 0.491 -0.61
C 1.792 4.149 1.197 -1.11
N 0.477 3.771 0.654 0.21
C 0.039 4.529 -0.519 -1.57
C 0.515 3.977 -1.849 0.70
C 0.576 4.811 -2.959 -1.10
C 1.020 4.291 -4.161 -0.80
C 1.433 2.967 -4.216 -1.16
C 1.349 2.198 -3.069 0.19
C 1.855 0.769 -3.049 -0.67
N 2.496 0.449 -1.766 0.26
C 3.723 1.230 -1.533 -0.97
C 4.075 1.373 -0.058 -0.42
N 3.013 2.030 0.724 0.22
N 0.870 2.692 -1.917 1.27
H 2.874 3.652 -0.582 0.29
H 3.894 3.967 0.803 0.47
H 1.801 3.875 2.255 0.46
H 1.947 5.233 1.141 0.37
H -0.214 3.899 1.384 0.24
H -1.054 4.532 -0.529 0.39
H 0.352 5.579 -0.464 0.43
H 0.292 5.852 -2.873 0.59
H 1.078 4.919 -5.041 0.46
H 1.835 2.546 -5.127 0.60
H 1.025 0.069 -3.194 0.05
H 2.530 0.630 -3.901 0.58
H 2.718 -0.542 -1.766 -0.13
H 4.582 0.803 -2.061 0.40
H 3.573 2.221 -1.962 0.57
H 4.256 0.392 0.378 -0.20
H 5.020 1.928 -0.005 0.47
H 3.211 1.882 1.710 0.23
C 1.613 -2.236 3.075 -1.41
C 2.688 -1.833 2.071 2.58
C 4.066 -1.795 2.729 -1.96
C 2.687 -2.793 0.894 -0.09
C 3.757 -2.580 -0.176 -0.59
O 3.107 -3.029 -1.382 -0.45
C 1.779 -3.002 -1.098 -0.38
N 1.440 -2.768 0.107 0.00
C 0.877 -3.370 -2.200 0.06
C 1.390 -4.174 -3.216 -0.76
C 0.555 -4.683 -4.197 -0.79
C -0.797 -4.389 -4.168 -0.84
C -1.308 -3.558 -3.180 -0.71
C -0.488 -3.033 -2.184 -0.06
P -1.120 -1.742 -1.053 2.59
C -2.605 -1.129 -1.924 0.71
C -3.918 -1.373 -1.538 -0.59
C -4.973 -0.805 -2.244 -0.64
C -4.727 -0.004 -3.349 -0.70
C -3.418 0.239 -3.749 -0.51
C -2.368 -0.312 -3.033 -0.70
C -1.779 -2.566 0.424 0.08
C -2.388 -1.758 1.387 -0.35
C -2.857 -2.307 2.571 -0.92
C -2.704 -3.667 2.811 -0.64
C -2.093 -4.473 1.861 -0.86
C -1.636 -3.927 0.669 -0.61
H 1.595 -1.544 3.918 0.41
H 1.828 -3.237 3.462 0.44
H 0.628 -2.270 2.605 0.03
H 2.466 -0.829 1.687 -1.09
H 4.342 -2.790 3.089 0.44
H 4.073 -1.121 3.587 0.41
H 4.845 -1.464 2.040 0.41
H 2.784 -3.809 1.301 0.47
H 4.673 -3.147 -0.044 0.35
H 4.004 -1.519 -0.297 0.06
H 2.442 -4.419 -3.217 0.54
H 0.959 -5.317 -4.975 0.45
H -1.458 -4.794 -4.923 0.49
H -2.358 -3.299 -3.199 0.53
H -4.127 -2.005 -0.683 0.49
H -5.991 -1.000 -1.932 0.47
H -5.552 0.427 -3.900 0.45
H -3.220 0.858 -4.615 0.44
H -1.347 -0.115 -3.348 0.21
H -2.519 -0.695 1.202 0.52
H -3.360 -1.678 3.296 0.68
H -3.088 -4.105 3.724 0.46
H -1.985 -5.535 2.040 0.48
H -1.164 -4.562 -0.070 0.49
N -0.992 0.062 7.276 -0.37
C -0.856 -0.006 5.949 0.67
N -1.262 -1.116 5.316 -0.20
N -0.337 1.052 5.345 -0.75
C -0.106 1.049 4.068 0.56
N 0.117 1.147 2.929 -1.08
H -1.369 -0.690 7.823 0.19
H -0.676 0.896 7.741 0.25
H -1.629 -1.907 5.815 0.22
H -1.176 -1.197 4.316 -0.07
Cl -5.110 3.314 -2.141 -0.18
C -4.256 2.966 -0.686 -0.11
C -4.752 3.365 0.544 -0.36
C -4.013 3.057 1.675 -0.93
C -2.818 2.374 1.533 -0.33
N -2.340 1.990 0.344 0.75
C -3.055 2.277 -0.745 -0.85
H -5.691 3.898 0.608 0.50
H -4.363 3.343 2.658 0.51
H -2.212 2.120 2.395 0.37
H -2.678 1.933 -1.703 0.65
```

Its charge is +2. The spin multiplicity is 1. The calculation puts the largest force on an atom at 0.66 eV/Å. The HOMO energy is -12.6548 eV. The total energy comes out at -83812.582 eV.


Entry 4:
Here is a cluster of 2 separate species, H2N2OS in total from the OMol25 dataset. Energies are from ωB97M-V/def2-TZVPD.

Structure (XYZ):
```
6
Properties=species:S:1:pos:R:3:mulliken_charge:R:1
N 3.950 1.806 0.117 -0.20
N 3.902 0.687 0.050 0.29
S 4.029 -0.785 -0.049 -0.10
O 0.383 0.152 -0.024 -0.64
H 0.239 -0.870 0.010 0.33
H -0.062 0.648 -0.697 0.31
```

Its charge is 0. The spin multiplicity is 1. The calculation puts the largest force on an atom at 5.50 eV/Å. The HOMO energy is -9.8196 eV. The total energy comes out at -15893.961 eV. The SMILES is N#[N+][S-].O.


Entry 5:
Here is a cluster of 4 separate species, C16H23BrCl8O5P2S2 in total from the OMol25 dataset. Energies are from ωB97M-V/def2-TZVPD.

Structure (XYZ):
```
57
Properties=species:S:1:pos:R:3:mulliken_charge:R:1
O 3.955 0.165 2.595 -0.52
C 3.552 -0.482 1.482 0.38
Br 4.361 -2.338 1.243 -0.17
C 2.534 0.128 0.351 -0.41
C 0.994 0.369 0.858 0.41
C 0.090 -0.781 1.266 0.20
S 0.632 -2.574 1.248 -0.12
C -1.481 -0.433 1.721 0.13
O -2.083 -1.025 2.768 -0.53
C -2.213 0.747 0.789 0.10
P -4.061 0.618 0.202 0.27
O -5.110 0.199 1.535 -0.39
O -4.034 -0.809 -0.854 -0.55
C -1.309 1.905 0.408 0.27
P -1.916 3.371 -0.695 0.22
S -0.355 4.159 -1.583 -0.35
C 0.277 1.878 0.939 0.05
O 0.920 2.945 1.428 -0.53
H 2.462 -0.567 -0.617 0.22
H 2.935 1.172 -0.066 0.26
H 0.838 -3.085 2.543 0.19
H -5.162 -0.818 1.562 0.25
H -3.634 -0.558 -1.753 0.33
H -2.782 2.862 -1.728 0.12
H -2.623 4.373 0.101 0.14
Cl -1.996 7.546 -1.204 -0.18
C -0.404 8.005 -1.857 -0.34
C -0.503 9.131 -2.874 -0.41
Cl -1.297 8.607 -4.380 -0.19
H 0.057 7.111 -2.288 0.21
H 0.206 8.325 -1.006 0.30
H 0.499 9.474 -3.147 0.29
H -1.059 9.986 -2.476 0.31
Cl 4.184 -6.222 0.787 -0.18
C 3.156 -6.257 2.242 -0.40
C 1.693 -6.499 1.905 -0.48
Cl 0.959 -5.113 1.061 -0.13
H 3.295 -5.313 2.778 0.26
H 3.531 -7.066 2.875 0.34
H 1.120 -6.649 2.825 0.27
H 1.566 -7.386 1.276 0.35
Cl -5.021 -2.873 2.131 -0.27
C -3.551 -3.760 1.658 0.09
C -3.465 -5.124 2.325 -0.46
Cl -3.180 -4.999 4.079 -0.19
H -2.685 -3.137 1.902 -0.11
H -3.589 -3.879 0.571 0.32
H -2.626 -5.690 1.908 0.29
H -4.379 -5.707 2.170 0.35
Cl 3.321 -1.320 -3.264 -0.17
C 3.423 0.214 -4.164 -0.40
C 3.406 1.423 -3.240 -0.67
Cl 1.823 1.648 -2.457 -0.08
H 2.597 0.243 -4.881 0.31
H 4.361 0.190 -4.726 0.32
H 3.607 2.332 -3.815 0.38
H 4.165 1.341 -2.456 0.32
```

Its charge is 0. The spin multiplicity is 1. The calculation puts the largest force on an atom at 9.51 eV/Å. The HOMO energy is -8.8150 eV. The total energy comes out at -237664.680 eV.


Entry 6:
Here is a cluster of 3 separate species, C22H40N in total from the OMol25 dataset. Energies are from ωB97M-V/def2-TZVPD.

Structure (XYZ):
```
63
Properties=species:S:1:pos:R:3:mulliken_charge:R:1
C 4.887 -2.093 -0.487 -0.01
C 4.954 -1.962 -1.706 -0.39
C 4.565 -1.553 -3.187 -0.65
C 3.017 -1.918 -3.500 -0.56
C 2.119 -2.005 -2.198 -0.17
C 0.563 -1.792 -2.471 0.54
C -0.362 -2.219 -1.348 -0.64
C -1.855 -2.026 -1.467 -0.12
C -2.362 -1.401 -2.753 -0.59
C -1.352 -1.022 -3.796 -0.26
N 0.031 -1.221 -3.627 0.01
H 4.679 -2.247 0.608 0.37
H 4.627 -0.418 -3.259 0.28
H 5.275 -2.078 -3.890 0.38
H 3.055 -2.914 -4.047 0.27
H 2.677 -1.151 -4.261 0.16
H 2.200 -3.048 -1.751 0.45
H 2.387 -1.239 -1.398 0.07
H 0.067 -2.668 -0.407 0.37
H -2.514 -2.332 -0.607 0.40
H -3.465 -1.228 -2.862 0.43
H -1.716 -0.538 -4.742 0.38
H 0.651 -0.910 -4.383 0.27
C -7.599 -0.101 1.704 -1.24
C -6.829 -0.568 0.474 -0.53
C -5.336 -0.766 0.739 -0.18
C -4.572 0.497 1.148 -0.69
C -4.650 1.655 0.153 -0.51
C -4.041 1.323 -1.202 -0.85
H -7.250 0.874 2.052 0.29
H -8.662 -0.006 1.468 0.38
H -7.497 -0.817 2.522 0.30
H -6.982 0.139 -0.347 0.25
H -7.252 -1.522 0.141 0.39
H -4.875 -1.198 -0.159 -0.06
H -5.212 -1.516 1.529 0.41
H -3.519 0.229 1.300 0.35
H -4.936 0.843 2.120 0.35
H -4.113 2.510 0.576 0.35
H -5.686 1.980 0.021 0.27
H -2.989 1.041 -1.097 0.24
H -4.092 2.193 -1.862 0.40
H -4.572 0.504 -1.694 0.10
C 2.999 1.498 0.137 -0.77
C 4.124 2.177 0.909 -0.56
C 4.879 1.225 1.838 -0.60
C 4.039 0.604 2.958 -0.53
C 3.350 1.604 3.887 -0.47
C 4.328 2.482 4.656 -1.20
H 2.232 1.103 0.808 0.30
H 2.516 2.215 -0.532 0.44
H 3.387 0.674 -0.469 -0.09
H 3.725 3.026 1.471 0.28
H 4.836 2.595 0.189 0.36
H 5.728 1.761 2.274 0.36
H 5.311 0.414 1.241 0.27
H 4.688 -0.047 3.555 0.37
H 3.278 -0.053 2.521 0.27
H 2.744 1.046 4.608 0.37
H 2.653 2.234 3.325 0.24
H 5.004 1.874 5.262 0.30
H 3.786 3.152 5.327 0.38
H 4.929 3.102 3.986 0.28
```

Its charge is +1. The spin multiplicity is 1. The calculation puts the largest force on an atom at 3.96 eV/Å. The HOMO energy is -12.6849 eV. The total energy comes out at -24942.860 eV.


Please write out number 5 again, unchanged.
Here is a cluster of 4 separate species, C16H23BrCl8O5P2S2 in total from the OMol25 dataset. Energies are from ωB97M-V/def2-TZVPD.

Structure (XYZ):
```
57
Properties=species:S:1:pos:R:3:mulliken_charge:R:1
O 3.955 0.165 2.595 -0.52
C 3.552 -0.482 1.482 0.38
Br 4.361 -2.338 1.243 -0.17
C 2.534 0.128 0.351 -0.41
C 0.994 0.369 0.858 0.41
C 0.090 -0.781 1.266 0.20
S 0.632 -2.574 1.248 -0.12
C -1.481 -0.433 1.721 0.13
O -2.083 -1.025 2.768 -0.53
C -2.213 0.747 0.789 0.10
P -4.061 0.618 0.202 0.27
O -5.110 0.199 1.535 -0.39
O -4.034 -0.809 -0.854 -0.55
C -1.309 1.905 0.408 0.27
P -1.916 3.371 -0.695 0.22
S -0.355 4.159 -1.583 -0.35
C 0.277 1.878 0.939 0.05
O 0.920 2.945 1.428 -0.53
H 2.462 -0.567 -0.617 0.22
H 2.935 1.172 -0.066 0.26
H 0.838 -3.085 2.543 0.19
H -5.162 -0.818 1.562 0.25
H -3.634 -0.558 -1.753 0.33
H -2.782 2.862 -1.728 0.12
H -2.623 4.373 0.101 0.14
Cl -1.996 7.546 -1.204 -0.18
C -0.404 8.005 -1.857 -0.34
C -0.503 9.131 -2.874 -0.41
Cl -1.297 8.607 -4.380 -0.19
H 0.057 7.111 -2.288 0.21
H 0.206 8.325 -1.006 0.30
H 0.499 9.474 -3.147 0.29
H -1.059 9.986 -2.476 0.31
Cl 4.184 -6.222 0.787 -0.18
C 3.156 -6.257 2.242 -0.40
C 1.693 -6.499 1.905 -0.48
Cl 0.959 -5.113 1.061 -0.13
H 3.295 -5.313 2.778 0.26
H 3.531 -7.066 2.875 0.34
H 1.120 -6.649 2.825 0.27
H 1.566 -7.386 1.276 0.35
Cl -5.021 -2.873 2.131 -0.27
C -3.551 -3.760 1.658 0.09
C -3.465 -5.124 2.325 -0.46
Cl -3.180 -4.999 4.079 -0.19
H -2.685 -3.137 1.902 -0.11
H -3.589 -3.879 0.571 0.32
H -2.626 -5.690 1.908 0.29
H -4.379 -5.707 2.170 0.35
Cl 3.321 -1.320 -3.264 -0.17
C 3.423 0.214 -4.164 -0.40
C 3.406 1.423 -3.240 -0.67
Cl 1.823 1.648 -2.457 -0.08
H 2.597 0.243 -4.881 0.31
H 4.361 0.190 -4.726 0.32
H 3.607 2.332 -3.815 0.38
H 4.165 1.341 -2.456 0.32
```

Its charge is 0. The spin multiplicity is 1. The calculation puts the largest force on an atom at 9.51 eV/Å. The HOMO energy is -8.8150 eV. The total energy comes out at -237664.680 eV.